No. 1
Molecular formula: C49H70F3N4O27S
Method: DFT, ωB97M-V/def2-TZVPD

Molar mass (g mol⁻¹): 1236.2
Net charge: -1
E_tot (a.u.): -4857.50298
Kohn-Sham gap (eV): 6.3826
Lowest unoccupied orbital energy (eV): 1.69
HOMO (eV): -4.696

Last column: Löwdin charge in e.
CARTESIAN COORDINATES (ANGSTROEM)
1 O -0.25717 -1.08693 0.64805  -0.03
2 C -0.41842 -0.10940 -0.12967  -0.63
3 O -1.52702 0.22067 -0.59732  0.00
4 C 0.83550 0.72877 -0.61101  -0.28
5 C 0.87641 0.49197 -2.14268  -0.10
6 C 0.61407 -0.95992 -2.60164  -0.17
7 C -0.72547 -1.16038 -3.32339  -0.16
8 C -0.91648 -0.28828 -4.56244  -0.26
9 O 0.24557 -0.27612 -5.40394  -0.07
10 C 2.08298 0.20872 0.16345  -0.11
11 C 2.95812 -0.87711 -0.48177  -0.17
12 C 2.63762 -2.30333 0.04627  -0.21
13 N 2.45478 -3.27811 -1.05493  -0.07
14 C 1.67885 -4.45767 -0.62276  -0.15
15 C 0.83827 -4.98615 -1.78012  -0.15
16 C 1.14010 -4.72434 -3.08972  -0.04
17 C 0.30427 -5.20309 -4.06628  -0.11
18 C -0.81283 -5.92762 -3.77717  -0.10
19 C -1.07778 -6.21098 -2.45963  -0.04
20 C -0.26052 -5.74544 -1.46384  -0.28
21 O -0.54702 -6.03767 -0.14947  0.05
22 N 0.66861 2.16174 -0.30261  -0.09
23 C 1.14109 3.13354 -1.23084  -0.18
24 C 2.67537 3.15758 -1.51852  -0.18
25 C 2.97719 4.10734 -2.68176  -0.20
26 C 2.34803 3.58924 -4.00432  -0.18
27 C 1.26880 4.55330 -4.53244  -0.21
28 C -0.01121 3.75552 -4.84437  -0.28
29 C -1.16045 4.72652 -5.14341  -0.48
30 S -2.62496 3.84433 -5.72887  0.97
31 C -3.35932 3.00082 -4.38964  -0.69
32 N -2.93494 1.94462 -3.80357  0.10
33 N -3.85504 1.62707 -2.84218  0.10
34 C -4.77542 2.50448 -2.88782  -0.16
35 O -4.52529 3.42591 -3.84300  0.03
36 C -0.20374 2.56946 0.75316  -0.11
37 C 0.19866 2.08809 2.17552  -0.23
38 O -0.68732 1.10632 2.66737  0.00
39 C 0.05912 3.27476 3.15878  -0.57
40 F -1.09139 3.93749 3.05015  0.16
41 F 0.10056 2.78419 4.43422  0.09
42 F 1.10443 4.11787 3.07583  0.13
43 H 1.78836 0.85622 -2.62565  0.10
44 H 0.05915 1.09745 -2.54960  0.10
45 H 0.77159 -1.70366 -1.82175  0.09
46 H 1.37922 -1.19992 -3.35226  0.10
47 H -1.57127 -1.11386 -2.64590  0.07
48 H -0.68654 -2.19439 -3.70602  0.11
49 H -1.73127 -0.75517 -5.13426  0.11
50 H -1.25151 0.71058 -4.26200  0.06
51 H 0.30515 0.61259 -5.76303  0.06
52 H 1.82832 -0.13255 1.17203  0.10
53 H 2.72988 1.08036 0.33591  0.10
54 H 3.97816 -0.69067 -0.15430  0.08
55 H 3.00322 -0.89320 -1.56755  0.09
56 H 1.79321 -2.26939 0.73685  0.09
57 H 3.50076 -2.65702 0.64072  0.11
58 H 3.38580 -3.64839 -1.21971  0.10
59 H 0.95956 -4.12922 0.13365  0.12
60 H 2.29974 -5.23467 -0.15449  0.12
61 H 2.02449 -4.13984 -3.30103  0.11
62 H 0.53258 -4.98106 -5.10543  0.10
63 H -1.49463 -6.28252 -4.53856  0.10
64 H -1.96924 -6.78672 -2.21479  0.12
65 H -1.19556 -6.74777 -0.18623  0.10
66 H 0.95380 4.14531 -0.84678  0.12
67 H 0.62902 3.13211 -2.21213  0.09
68 H 3.12307 3.59774 -0.61286  0.11
69 H 3.12761 2.17065 -1.61427  0.08
70 H 2.64417 5.10763 -2.38078  0.10
71 H 4.06469 4.19799 -2.79247  0.10
72 H 1.94360 2.59441 -3.81325  0.09
73 H 3.15497 3.53174 -4.73852  0.11
74 H 0.97052 5.31020 -3.79808  0.10
75 H 1.60526 5.12764 -5.40425  0.11
76 H -0.25891 3.20027 -3.93465  0.08
77 H 0.13760 3.05947 -5.67284  0.11
78 H -1.33493 5.37402 -4.28235  0.09
79 H -0.82426 5.37105 -5.96189  0.08
80 H -5.65405 2.54236 -2.26949  0.14
81 H -1.27131 2.33149 0.63315  0.13
82 H -0.18667 3.66580 0.82281  0.11
83 H 1.25097 1.79974 2.23229  0.15
84 H -0.12481 0.35343 2.89319  0.06
85 C 8.19962 0.66837 -0.61368  -0.13
86 C 7.98329 1.98913 -1.31684  -0.13
87 O 6.82275 1.73477 -2.10566  0.06
88 C 6.13712 0.71057 -1.52252  -0.54
89 O 5.04814 0.36660 -1.82901  0.17
90 O 6.87821 0.13898 -0.53321  0.06
91 H 8.63050 0.78272 0.37855  0.13
92 H 8.82040 -0.01794 -1.19417  0.13
93 H 7.76644 2.80263 -0.62103  0.13
94 H 8.82308 2.27576 -1.94626  0.13
95 C 0.70467 2.03763 7.96947  -0.11
96 C 0.47503 0.85727 7.06078  -0.11
97 O 1.70916 0.13303 7.17550  0.07
98 C 2.27560 0.46490 8.35457  -0.58
99 O 3.21872 -0.08129 8.83249  0.15
100 O 1.62703 1.50822 8.93431  0.04
101 H -0.20629 2.38301 8.45225  0.13
102 H 1.17382 2.87788 7.45503  0.14
103 H -0.34148 0.21618 7.40004  0.14
104 H 0.28940 1.14881 6.03080  0.12
105 C -5.21254 0.68820 -6.68276  -0.11
106 C -5.63787 -0.04648 -5.43746  -0.13
107 O -5.95850 -1.34468 -5.93728  0.05
108 C -5.27981 -1.52263 -7.10382  -0.56
109 O -5.19737 -2.55562 -7.68116  0.16
110 O -4.70246 -0.36105 -7.50795  0.07
111 H -4.44817 1.42814 -6.46827  0.11
112 H -6.04675 1.16799 -7.20001  0.13
113 H -4.82678 -0.13883 -4.71184  0.11
114 H -6.49894 0.40641 -4.94937  0.13
115 C 2.44716 3.39883 12.18150  -0.12
116 C 3.73396 2.84470 11.62286  -0.11
117 O 4.58711 3.99376 11.60779  0.06
118 C 4.11983 4.86936 12.53194  -0.57
119 O 4.69336 5.84665 12.88571  0.16
120 O 2.90553 4.47848 13.00085  0.06
121 H 1.89450 2.67211 12.77193  0.13
122 H 1.79128 3.79725 11.40491  0.13
123 H 4.17842 2.08488 12.26856  0.14
124 H 3.61659 2.43373 10.62320  0.12
125 C -5.87349 -3.04484 -2.79235  -0.11
126 C -4.74894 -3.87877 -3.35449  -0.10
127 O -4.67950 -4.96486 -2.42154  0.06
128 C -5.88601 -5.07645 -1.82017  -0.57
129 O -6.20994 -5.98008 -1.11756  0.14
130 O -6.68207 -4.01911 -2.12284  0.07
131 H -6.44406 -2.53104 -3.56243  0.13
132 H -5.52297 -2.31333 -2.05977  0.10
133 H -4.97769 -4.27726 -4.34531  0.14
134 H -3.80381 -3.34056 -3.39757  0.13
135 C -5.06672 -0.87246 0.40164  -0.12
136 C -4.13105 -2.04056 0.60949  -0.10
137 O -3.78622 -2.39994 -0.72645  0.06
138 C -3.96073 -1.30630 -1.50458  -0.62
139 O -3.58420 -1.21682 -2.62673  0.11
140 O -4.60568 -0.32203 -0.82780  0.04
141 H -5.00753 -0.13551 1.19978  0.13
142 H -6.10865 -1.18718 0.28212  0.13
143 H -3.22121 -1.75934 1.14382  0.13
144 H -4.60569 -2.87457 1.12427  0.13
145 C -0.59321 -3.62328 6.66472  -0.12
146 C 0.87718 -3.52521 6.32557  -0.12
147 O 0.86487 -2.78383 5.10773  0.07
148 C -0.28327 -2.06365 5.06811  -0.55
149 O -0.52195 -1.21343 4.28003  0.19
150 O -1.12843 -2.44079 6.06943  0.05
151 H -0.78087 -3.63511 7.73636  0.13
152 H -1.07044 -4.49410 6.21043  0.13
153 H 1.44443 -2.96605 7.07342  0.13
154 H 1.34340 -4.49717 6.18119  0.13

Cartesian forces (eV/Å) of the 2 atoms listed first:
0.72 0.45 -0.20
-0.92 -0.80 0.47

***

No. 2
Molecular formula: C9H15Br3N2O3
Method: DFT, ωB97M-V/def2-TZVPD

Molar mass (g mol⁻¹): 438.9
SMILES: C[C@H](Br)C[C@H]1NC(=O)C[C@H]1ON=O.BrCCBr
Net charge: 0
E_tot (a.u.): -8409.12442
Kohn-Sham gap (eV): 9.8239
Lowest unoccupied orbital energy (eV): 0.26
HOMO (eV): -9.566

Last column: Löwdin charge in e.
CARTESIAN COORDINATES (ANGSTROEM)
1 C -2.78939 2.21575 -0.73136  -0.15
2 C -1.75594 1.09717 -0.76474  -0.71
3 Br -0.11682 1.75812 0.04542  0.79
4 C -1.52735 0.59464 -2.18569  -0.18
5 C -0.32593 -0.30042 -2.48124  -0.28
6 N 0.98600 0.34991 -2.62627  0.08
7 C 1.82160 -0.10379 -1.52994  -0.50
8 O 2.87379 0.40926 -1.21256  0.04
9 C 1.16658 -1.29785 -0.84996  -0.08
10 C -0.11565 -1.57264 -1.59717  -0.24
11 O -1.27795 -1.85298 -0.80835  -0.07
12 N -0.99971 -2.18605 0.51950  -0.03
13 O -1.98439 -2.37499 1.10280  0.07
14 H -2.80059 2.65206 0.26172  0.06
15 H -3.77455 1.83794 -0.98010  0.08
16 H -2.49516 3.01299 -1.40690  0.08
17 H -2.12792 0.29229 -0.14764  0.07
18 H -1.52162 1.43681 -2.86980  0.12
19 H -2.40975 0.00574 -2.43234  0.13
20 H -0.55107 -0.68575 -3.47629  0.14
21 H 1.42092 -0.07454 -3.43908  0.13
22 H 1.89549 -2.10306 -0.83499  0.14
23 H 1.06684 -1.00200 0.18919  0.07
24 H -0.02621 -2.41582 -2.27196  0.15
25 Br 3.09462 0.62682 2.02072  0.67
26 C 2.52454 0.51326 3.87771  -0.69
27 C 1.44514 -0.51997 4.04902  -0.69
28 Br -0.24990 0.11728 3.34405  0.61
29 H 2.19672 1.50573 4.16691  0.05
30 H 3.41004 0.24012 4.44689  0.06
31 H 1.27319 -0.73636 5.10072  0.06
32 H 1.67444 -1.43969 3.52173  0.05

Cartesian forces (eV/Å) of the 2 atoms listed first:
0.59 0.06 0.22
-0.53 0.35 -0.42

***

No. 3
Molecular formula: C3H11N3O
Method: DFT, ωB97M-V/def2-TZVPD

Molar mass (g mol⁻¹): 105.1
SMILES: CNC=O.NCN
ΔE to the lowest compared entry with this formula, charge and spin (kJ/mol): 67.7
Net charge: 0
E_tot (a.u.): -360.41160
Kohn-Sham gap (eV): 10.0745
Lowest unoccupied orbital energy (eV): 0.68
HOMO (eV): -9.391

Last column: Löwdin charge in e.
CARTESIAN COORDINATES (ANGSTROEM)
1 C -2.33593 -0.62475 0.61497  -0.08
2 N -1.19795 0.11798 1.11910  -0.04
3 C -1.36363 1.32276 1.71188  -0.40
4 O -2.40974 1.74842 2.15251  0.00
5 H -2.63670 -1.42800 1.28807  0.08
6 H -2.09219 -1.04667 -0.35810  0.07
7 H -3.17142 0.06339 0.52745  0.08
8 H -0.24767 -0.20283 0.95784  0.06
9 H -0.41611 1.89989 1.75199  0.13
10 N 2.13445 0.24014 -2.20752  0.00
11 C 1.20603 -0.38737 -1.27791  -0.36
12 N 1.61685 -0.50035 0.12510  -0.02
13 H 2.25082 1.21769 -1.96937  0.06
14 H 3.04586 -0.19943 -2.18703  0.06
15 H 0.27202 0.17003 -1.32429  0.10
16 H 1.01673 -1.40029 -1.63597  0.11
17 H 2.19341 -1.31195 0.29898  0.07
18 H 2.13519 0.32133 0.41231  0.07

Cartesian forces (eV/Å) of the 2 atoms listed first:
0.14 -0.10 0.32
-0.06 0.34 -0.09